{
  "formula": "C25H15Cl2N6O3SV",
  "method": "the ωB97M-V functional and the def2-TZVPD basis",
  "species": ["V", "Cl", "C", "C", "C", "N", "C", "O", "C", "C", "C", "C", "C", "N", "C", "C", "C", "Cl", "N", "C", "O", "C", "C", "C", "C", "C", "N", "H", "H", "H", "H", "H", "H", "H", "H", "H", "H", "O", "N", "S", "C", "N", "C", "C", "C", "C", "C", "C", "H", "H", "H", "H", "H"],
  "coordinates": [[8.82870, 12.56002, 11.68514], [5.35430, 7.16931, 14.42364], [6.62699, 8.08377, 13.69038], [6.71076, 9.41451, 13.83184], [7.56387, 10.24481, 13.07557], [7.54358, 11.61582, 13.04577], [6.57106, 12.32769, 13.69477], [5.73555, 11.89438, 14.48228], [6.73104, 13.78152, 13.40491], [5.96512, 14.68512, 14.14044], [6.14245, 16.06826, 14.07375], [7.12312, 16.42618, 13.14838], [7.84539, 15.51876, 12.41054], [7.66202, 14.21191, 12.59069], [8.42124, 9.61727, 12.10000], [8.46401, 8.18339, 12.07094], [7.64498, 7.40117, 12.86367], [7.77468, 5.73614, 12.85497], [9.14013, 10.48759, 11.36257], [9.92024, 10.15862, 10.23339], [11.02986, 10.58133, 10.04432], [9.26525, 9.27430, 9.15284], [10.08550, 8.76089, 8.18826], [9.55382, 7.87916, 7.26510], [8.20009, 7.69410, 7.28061], [7.47480, 8.37189, 8.19719], [7.95072, 9.11326, 9.20788], [5.99732, 9.84550, 14.54803], [5.27725, 14.28436, 14.86700], [5.34855, 16.71396, 14.45174], [7.35838, 17.46492, 12.90237], [8.58063, 15.82407, 11.65319], [9.26063, 7.65478, 11.62186], [11.10759, 9.01492, 8.24890], [10.23389, 7.46827, 6.57180], [7.75577, 7.08714, 6.49025], [6.38863, 8.32571, 8.12082], [9.15386, 13.90031, 10.46761], [8.83671, 12.71393, 9.69682], [5.19565, 12.69892, 8.20465], [6.54679, 12.12376, 9.04152], [7.56833, 12.97991, 9.12973], [7.29529, 14.15949, 8.35499], [8.20247, 15.14230, 7.97227], [7.75014, 16.13497, 7.17053], [6.35157, 16.29153, 6.88831], [5.52619, 15.26427, 7.13774], [6.01697, 14.14041, 7.80805], [6.63562, 11.13562, 9.49941], [9.22071, 15.03899, 8.22724], [8.39653, 16.81777, 6.61255], [5.96964, 17.12138, 6.35934], [4.52799, 15.32183, 6.77998]],
  "molar_mass_da": 601.4,
  "total_charge": 1,
  "homo_energy_ev": [-10.6604, -11.5989],
  "multiplicity": 4,
  "orbital_gap_ev": [7.4, 6.5],
  "lumo_energy_ha": [-0.121, -0.188]
}

***

{
  "formula": "C18H45BF4KN3",
  "method": "the ωB97M-V functional and the def2-TZVPD basis",
  "species": ["K", "B", "F", "F", "F", "F", "C", "C", "N", "C", "C", "C", "C", "H", "H", "H", "H", "H", "H", "H", "H", "H", "H", "H", "H", "H", "H", "H", "C", "C", "N", "C", "C", "C", "C", "H", "H", "H", "H", "H", "H", "H", "H", "H", "H", "H", "H", "H", "H", "H", "C", "C", "N", "C", "C", "C", "C", "H", "H", "H", "H", "H", "H", "H", "H", "H", "H", "H", "H", "H", "H", "H"],
  "coordinates": [[-0.02103, -0.64955, -0.03759], [0.07912, -3.29050, -1.47187], [0.48120, -3.31345, -0.15902], [-1.17738, -2.86162, -1.52568], [0.83031, -2.43790, -2.29160], [0.16940, -4.63462, -1.87928], [-2.35319, -2.42459, 1.60195], [-1.94610, -1.39641, 2.62034], [-1.80266, -0.01732, 2.06161], [-3.11065, 0.65121, 1.76064], [-3.99638, 1.02496, 2.99047], [-0.98593, 0.77767, 2.99390], [-0.60258, 2.16368, 2.59354], [-3.38110, -2.24089, 1.28930], [-2.34667, -3.44755, 1.97826], [-1.73130, -2.45610, 0.70732], [-2.67451, -1.39257, 3.43121], [-1.05979, -1.72650, 3.16218], [-2.95645, 1.53936, 1.14786], [-3.67828, -0.03607, 1.13332], [-5.03464, 1.23079, 2.73019], [-4.01963, 0.24001, 3.74639], [-3.58638, 1.85919, 3.55975], [-0.07540, 0.23147, 3.24028], [-1.53213, 0.75372, 3.93687], [-1.49548, 2.78820, 2.56501], [-0.09530, 2.26402, 1.63401], [0.10664, 2.54652, 3.32739], [5.09168, -1.45974, 0.82028], [3.65484, -1.35993, 0.13931], [2.90300, -0.14276, 0.58375], [3.35437, 1.19211, 0.06657], [3.55191, 1.22973, -1.44831], [2.62641, -0.07319, 2.03575], [2.23452, -1.40298, 2.65333], [5.10038, -1.65160, 1.89323], [5.63877, -0.54834, 0.57916], [5.55596, -2.34485, 0.38538], [3.83357, -1.38992, -0.93552], [3.05325, -2.24458, 0.34807], [2.52709, 1.85969, 0.30751], [4.27278, 1.53444, 0.54348], [4.36447, 0.58982, -1.79236], [2.62145, 0.86696, -1.88504], [3.67395, 2.26265, -1.77432], [1.83001, 0.65095, 2.20743], [3.45552, 0.35955, 2.59558], [2.99469, -2.18001, 2.57288], [1.32619, -1.82824, 2.22650], [2.08582, -1.38742, 3.73303], [-0.14253, 2.95950, -1.52018], [-0.16091, 2.07428, -2.71905], [-0.92068, 0.84240, -2.51927], [-0.64190, -0.19863, -3.55171], [-1.00203, 0.15409, -5.00850], [-2.35538, 1.07729, -2.36780], [-3.12098, -0.17131, -1.81485], [-1.15509, 3.33904, -1.38316], [0.54221, 3.78467, -1.71592], [0.23151, 2.42077, -0.64957], [-0.55206, 2.63691, -3.56672], [0.86776, 1.75852, -2.89289], [-1.18552, -1.09011, -3.23893], [0.42203, -0.43236, -3.59074], [-0.42638, 1.02622, -5.31852], [-2.08086, 0.30645, -5.04044], [-0.70434, -0.73294, -5.56764], [-2.62019, 1.95465, -1.77770], [-2.78189, 1.31384, -3.34259], [-3.20210, -0.87995, -2.63908], [-2.61138, -0.49741, -0.90817], [-4.15350, 0.07665, -1.56883]],
  "molar_mass_da": 429.5,
  "total_charge": 0,
  "homo_energy_ev": -8.7384,
  "orbital_gap_ev": 8.8,
  "lumo_energy_ha": 0.003
}

***

E across the listed records, respectively: -102811.6954; -51744.7803 eV.
Relative energy (zero: lowest compared OMol25 entry of this formula, charge and spin) across the listed records, respectively: 233.38; 0.00 kJ/mol.